# 1
# C44H103F3N2O17P

A 12-piece molecular cluster, C44H103F3N2O17P overall (ωB97M-V/def2-TZVPD, the Open Molecules 2025 dataset).

Atoms and positions in Å:
C 3.654 -0.154 -0.889
C -3.202 -6.820 8.567
H -4.209 -7.243 8.642
P 0.611 2.890 -0.458
H -2.748 -4.896 2.407
C 0.044 -2.630 -4.625
C 0.221 -6.977 12.183
H -1.444 -6.329 -4.413
O 0.396 -8.045 11.254
H -1.111 -7.411 -1.830
H 4.104 3.468 -3.382
C -0.438 1.296 -3.864
C -6.121 -1.347 -3.474
C 2.155 -0.460 -1.126
H -6.753 -1.754 -4.264
H -3.418 -2.451 7.800
H -1.498 -5.844 3.225
C 6.775 3.881 -6.826
O 0.609 -1.370 -4.997
H 1.177 -2.837 -2.810
H 5.567 2.806 -1.366
H 1.311 -5.300 13.010
H 0.240 0.349 2.524
H 1.882 -0.142 -2.132
O -0.738 2.940 0.141
H 6.174 9.283 -0.669
H -3.422 -6.680 -2.103
H 2.109 3.480 -2.637
H 1.603 2.508 0.453
H -4.093 -4.856 4.519
C -0.268 3.942 -3.657
C -6.956 -7.920 -0.853
H -6.339 -0.284 -3.365
C -0.213 -0.556 2.935
H 0.513 -4.365 -3.414
H -1.171 -2.354 2.240
C -4.583 -2.408 5.989
F 4.768 6.630 -3.722
H 2.310 -6.721 12.673
H -2.850 -5.774 5.347
H -4.433 -2.621 -3.908
C 1.112 4.564 -1.076
H 1.291 2.522 -4.200
H 6.246 4.001 -5.875
H -0.611 -6.382 11.810
O -5.208 -3.673 6.197
H 1.572 0.137 -0.428
H -2.672 -7.908 7.039
H -2.590 2.920 -4.408
H -6.206 -9.610 -1.961
H -2.645 -7.339 10.591
C -3.044 -6.150 -2.978
C 1.372 8.358 0.772
H 0.551 -1.069 3.524
C -1.833 -6.864 -3.547
C 3.313 5.233 -2.479
H -0.615 0.701 -4.762
H 8.625 8.968 -0.744
H 7.011 7.929 -2.364
H -5.971 -3.538 6.767
O -1.694 -3.867 3.801
H -0.807 3.813 -2.720
O -3.528 3.864 -2.392
H -4.935 2.588 -3.225
H 1.189 8.620 1.821
H -4.013 -1.445 -1.950
H 1.711 6.986 -1.267
H 4.462 4.982 -7.280
H 1.916 -3.622 -4.203
C -4.653 -1.556 -3.790
H 1.748 -5.713 11.342
H -2.065 0.395 -2.783
H -4.653 5.105 -1.184
H -4.385 -1.052 -4.718
H 4.247 -0.321 -1.785
C 2.220 4.604 2.105
O 5.976 8.342 -0.616
H 4.048 7.129 -1.646
C -6.004 -9.087 -1.028
O 0.568 8.588 -0.093
H 6.849 4.814 -8.768
H -7.992 -8.260 -0.823
C 0.876 4.954 -3.513
H -1.469 -0.933 1.225
O 0.333 -1.820 0.923
H 1.921 -1.503 -0.968
C -2.276 -7.476 9.573
H 4.032 -0.786 -0.091
H 9.157 7.351 -1.220
H 0.752 2.075 -1.590
C -3.989 4.242 -1.110
H 0.058 2.737 -5.386
O 2.657 4.793 0.890
H 1.433 -1.549 -5.459
H 6.771 6.582 -1.244
C -0.721 -1.453 1.823
H 1.304 5.074 -4.502
H -2.191 -8.548 9.383
H -3.948 1.880 -1.960
C -2.287 -5.099 3.374
H -0.065 -7.384 13.159
H -4.958 -1.612 7.964
H 6.546 2.886 -7.207
H -4.438 -8.209 -0.276
F 3.452 5.366 -4.870
H 4.504 3.771 -0.383
H -6.121 -9.802 -0.207
O -3.806 -1.003 -2.780
H -0.897 -2.407 -4.124
H -2.100 -7.878 -3.861
H 3.167 7.235 1.284
H -3.769 -6.529 4.036
H -1.270 -4.031 4.649
H -1.023 -0.266 3.605
C -4.115 -1.784 7.291
H 7.847 3.943 -6.632
C 1.706 5.416 0.025
H -6.844 -7.213 -1.676
H -1.273 -7.058 9.505
H 1.118 -8.593 11.575
O 3.602 2.192 -1.381
H 8.388 7.613 0.355
H 6.572 5.941 -7.436
H -1.570 1.943 -2.166
H 0.135 5.013 -1.263
C 8.380 7.906 -0.695
C 3.766 1.242 -0.400
H 4.297 5.785 -0.588
H -4.529 3.441 -0.609
C 1.898 4.526 -2.443
O -2.727 -6.966 7.228
C -3.920 2.566 -2.811
H -3.848 -6.092 -3.714
C 7.020 7.642 -1.309
H -5.277 -1.736 5.472
H -3.737 -2.594 5.327
H 3.340 8.395 -0.033
C 6.335 4.942 -7.818
H 0.992 -2.295 1.440
C 2.672 7.662 0.416
O 4.943 4.857 -8.104
H 0.884 5.797 0.631
H -3.429 1.341 -4.460
N 2.370 6.599 -0.577
O -0.774 -6.929 -2.592
H -6.744 -7.384 0.075
H -3.620 -0.829 7.112
C 3.530 6.082 -3.743
C 3.608 6.192 -1.319
C 4.570 3.248 -1.333
N 1.793 4.489 3.166
H 0.257 0.695 -3.275
C -2.906 2.057 -3.827
C 1.469 -6.124 12.312
O -4.644 -8.660 -1.100
H -3.135 4.516 -0.488
H -0.976 4.414 -4.335
C 0.963 -3.415 -3.709
H -6.388 -1.838 -2.535
H 0.472 5.931 -3.230
H -0.180 -3.205 -5.529
C -1.751 1.390 -3.093
H -3.272 -5.748 8.746
H 5.374 4.529 -2.816
F 2.665 7.113 -3.816
H -2.778 -5.138 -2.668
C -3.311 -5.597 4.375
O 3.896 1.565 0.752
C 0.209 2.631 -4.313
C 4.399 4.119 -2.561

Forces on the atoms, in the same order (eV/Å):
-0.4 -0.5 0.2
0.0 -0.2 0.0
0.0 0.1 0.1
-0.7 0.1 0.3
0.1 0.1 0.0
0.2 -0.1 -0.1
0.2 -0.1 0.1
0.1 0.0 0.0
0.0 0.1 0.0
0.0 0.0 0.0
0.2 -0.1 -0.1
-0.5 -0.1 -0.3
0.0 0.1 0.0
0.5 0.7 -0.3
0.0 0.0 0.0
0.0 0.0 0.0
0.0 0.0 -0.1
-0.1 0.0 0.0
0.0 -0.1 0.1
-0.1 0.0 0.0
0.0 -0.1 0.0
0.0 0.0 0.0
0.0 0.0 0.0
-0.1 -0.2 -0.1
0.0 0.1 0.0
0.0 0.0 0.0
-0.1 -0.1 -0.1
0.1 -0.1 0.0
0.2 -0.1 -0.2
-0.1 0.0 0.0
0.4 0.2 -0.3
0.1 0.0 0.0
0.0 0.0 0.0
0.1 0.0 -0.1
0.0 0.0 0.0
-0.1 0.1 0.0
-0.1 0.0 0.1
-0.2 0.0 -0.1
0.0 0.0 0.1
0.0 -0.1 -0.1
0.0 0.0 -0.1
1.1 -0.3 -0.3
0.1 0.0 0.0
0.0 0.0 0.0
0.0 0.0 0.0
0.0 0.1 0.0
-0.2 -0.3 0.2
0.0 0.0 0.0
0.0 -0.1 -0.3
0.0 0.0 0.0
0.0 0.0 0.0
0.1 0.1 0.0
-0.4 0.2 -0.2
-0.1 0.0 0.0
-0.1 -0.1 0.3
0.2 -0.4 -0.1
0.1 0.0 0.1
0.0 0.0 -0.1
0.0 -0.1 0.0
0.0 0.0 0.0
0.0 -0.1 0.0
-0.1 -0.2 0.0
0.2 -0.1 0.1
0.0 0.1 -0.1
0.1 0.2 0.1
0.0 0.0 0.0
-0.1 0.2 0.1
0.0 0.0 0.0
0.0 -0.1 0.0
-0.1 -0.1 0.2
0.0 0.0 0.0
0.1 0.0 -0.1
-0.1 0.0 -0.1
0.1 0.0 0.0
0.0 0.1 -0.1
-0.1 0.1 0.0
-0.2 -0.1 -0.1
0.1 0.0 -0.1
0.0 0.1 0.1
0.1 -0.2 0.1
0.0 0.0 0.0
0.0 0.0 0.0
-0.3 0.1 0.1
0.1 0.0 -0.1
-0.1 0.1 0.0
-0.1 -0.1 -0.1
0.0 0.1 -0.1
0.1 0.0 0.0
0.0 0.0 0.0
0.2 0.1 0.0
0.0 0.2 0.0
0.0 0.1 -0.1
0.2 0.0 -0.2
0.0 0.0 0.0
-0.1 0.0 0.0
0.1 -0.1 0.1
0.2 0.0 0.0
0.0 0.0 0.1
0.0 0.0 0.1
0.0 -0.1 0.2
-0.1 0.1 0.0
0.0 0.1 0.0
0.0 0.0 0.0
0.0 0.0 0.0
0.0 0.1 0.0
-0.1 0.1 0.1
-0.1 0.0 0.0
-0.1 -0.1 -0.1
0.0 0.1 0.0
0.0 0.0 -0.1
0.1 -0.2 0.0
0.0 0.0 0.0
0.0 0.0 0.0
0.0 0.0 0.0
0.0 -0.1 0.0
0.0 0.0 0.0
-1.2 0.1 0.2
0.0 0.0 0.0
0.0 0.0 0.0
0.0 0.0 0.0
0.2 -0.2 -0.3
0.0 0.0 0.0
0.1 0.0 0.0
-0.1 0.1 0.1
-0.1 0.0 0.0
-0.1 0.0 0.1
0.1 0.2 0.7
-0.1 -0.1 0.1
0.0 -0.1 0.0
-0.3 0.1 0.1
0.0 0.0 0.2
-0.2 0.0 -0.1
0.0 0.0 0.0
0.1 0.2 0.0
0.1 0.0 0.0
0.0 0.0 0.0
0.1 -0.1 -0.1
-0.1 0.0 0.2
0.0 -0.1 0.0
-0.1 0.1 0.3
0.1 0.0 -0.1
0.0 0.0 0.2
0.2 0.0 -0.3
0.7 0.0 -0.2
0.0 0.1 -0.2
0.0 0.0 0.0
0.0 0.0 0.0
0.1 0.0 0.0
0.0 0.3 0.0
0.1 0.0 0.0
0.1 0.0 0.0
0.1 0.1 0.0
-0.4 -0.1 0.6
0.0 0.0 -0.1
0.0 0.0 0.0
0.1 0.0 0.0
-0.2 0.0 0.1
0.0 0.1 0.0
0.0 -0.1 0.0
-0.1 0.1 -0.1
-0.1 0.0 0.0
0.5 0.3 0.1
0.0 0.0 -0.1
0.0 0.2 0.0
0.1 -0.1 0.0
0.0 0.0 -0.1
0.1 0.2 -0.1
0.2 0.1 -0.3
-0.1 -0.2 0.1
-0.2 0.1 0.2

Output
HOMO energy ... -10.90 eV
Total charge ... +1
LUMO energy ... -3.123 eV
Electronic energy ... -3767.4247 Ha


# 2
# H22O11

A 11-piece molecular cluster, H22O11 overall (ωB97M-V/def2-TZVPD, the Open Molecules 2025 dataset).

Atoms and positions in Å:
H -1.870 0.584 -2.983
O 0.328 -0.209 -0.111
H -0.847 3.205 -0.897
H 0.360 -2.413 -2.757
H 0.750 1.660 2.319
O -1.855 0.039 -2.196
O -0.155 2.757 -0.410
O 1.461 -3.106 0.672
H 1.945 -0.487 -1.587
H 0.351 3.464 -0.010
H 2.024 1.229 3.014
O -2.430 2.345 2.258
H 2.015 -2.395 0.349
O 3.716 -0.431 2.648
H -3.097 2.567 -0.924
H 2.794 -0.271 2.449
H -2.670 1.142 -1.209
H 0.611 -2.955 0.258
H 3.873 0.050 3.460
H -0.285 -1.340 -1.906
O -1.353 -3.353 0.271
O 2.703 -0.531 -2.169
H -1.717 -2.484 0.443
H 3.421 -0.821 -1.607
H -0.990 -3.291 -0.612
H -2.116 1.870 1.489
O -0.257 -2.288 -2.037
H -2.471 -0.670 -2.383
O 1.419 0.976 2.316
O -3.194 1.669 -0.605
H 0.507 0.115 0.771
H -2.417 3.265 1.994
H -0.553 0.109 -0.309

Forces on the atoms, in the same order (eV/Å):
0.2 0.6 -0.6
0.2 -0.6 -0.2
-0.6 0.4 -0.4
0.2 -0.1 -0.1
-0.5 0.3 -0.1
0.5 -0.3 0.3
0.3 -0.8 0.4
0.7 -0.3 0.2
-0.5 0.3 0.5
0.3 0.4 0.1
0.0 0.3 0.2
0.1 -0.1 0.9
0.1 0.2 -0.1
0.5 -0.2 0.0
0.0 0.6 -0.2
-0.3 -0.3 -0.3
0.3 -0.3 -0.3
-0.4 0.1 0.1
0.2 0.0 0.2
-0.1 0.5 0.1
-0.3 -0.5 0.5
0.2 -0.1 -0.5
-0.1 0.3 0.0
0.2 0.0 0.1
0.0 0.2 -0.7
-0.1 -0.1 -0.6
0.0 -0.6 -0.3
-0.4 -0.5 -0.1
-0.1 0.0 0.1
-0.7 0.0 0.9
0.3 0.1 0.3
0.0 0.2 -0.2
-0.3 0.5 -0.3

Output
HOMO energy (spin up / spin down) ... -0.19 / -7.83 eV
Total charge ... -1
Relative energy (zero: lowest compared OMol25 entry of this formula, charge and spin) ... 1.070 eV
LUMO energy (spin up / spin down) ... 2.530 / 2.461 eV
2S+1 ... 2
Electronic energy ... -840.8133 Ha


Which formula does entry 1 have? C44H103F3N2O17P